1.
{"formula": "C20H20BrClF2N2O", "method": "the ωB97M-V functional and the def2-TZVPD basis", "relative_energy_kj_mol": 0.2, "smiles": "Cc1ccc(F)cc1CN[C@@H]1C[C@@H](F)CN(C(=O)c2ccc(Br)c(Cl)c2)C1", "gap_ha": 0.3456, "homo_ev": -8.9953, "largest_force_ev_per_a": 0.1, "species": ["C", "C", "C", "C", "C", "F", "C", "C", "C", "N", "C", "C", "C", "F", "C", "N", "C", "O", "C", "C", "C", "C", "Br", "C", "Cl", "C", "C", "H", "H", "H", "H", "H", "H", "H", "H", "H", "H", "H", "H", "H", "H", "H", "H", "H", "H", "H", "H"], "coordinates": [[-1.25560, 2.85918, -3.87886], [-1.88452, 2.98295, -2.51789], [-2.00950, 4.22811, -1.91389], [-2.59147, 4.38501, -0.66210], [-3.06193, 3.25967, -0.02412], [-3.64070, 3.38369, 1.18835], [-2.95551, 2.00283, -0.58536], [-2.35631, 1.85650, -1.82991], [-2.18798, 0.46938, -2.40066], [-0.78710, 0.04176, -2.42373], [-0.20532, -0.20357, -1.10549], [0.51906, 1.03668, -0.57200], [1.27112, 0.73932, 0.70818], [0.34187, 0.46878, 1.72661], [2.17251, -0.47762, 0.59507], [1.42815, -1.62009, 0.07710], [0.75366, -2.48686, 0.90775], [-0.29778, -3.00691, 0.58485], [1.41206, -2.87286, 2.20062], [0.59590, -3.17666, 3.28340], [1.15116, -3.62447, 4.46722], [2.52433, -3.80458, 4.57152], [3.23605, -4.42396, 6.20083], [3.33986, -3.53877, 3.47845], [5.05050, -3.77898, 3.54215], [2.78070, -3.07455, 2.29676], [0.80013, -1.34734, -1.20953], [-1.95428, 2.42531, -4.59844], [-0.95774, 3.83737, -4.25409], [-0.38248, 2.20762, -3.85033], [-1.64390, 5.10448, -2.43586], [-2.68736, 5.35455, -0.19346], [-3.32426, 1.14310, -0.03995], [-2.81249, -0.22170, -1.81779], [-2.55175, 0.44785, -3.43033], [-0.72859, -0.80598, -2.97526], [-0.97421, -0.51137, -0.38362], [1.23874, 1.36725, -1.32836], [-0.17244, 1.86036, -0.39988], [1.85034, 1.60534, 1.03683], [2.99592, -0.25036, -0.08855], [2.58988, -0.70488, 1.57096], [-0.47427, -3.05749, 3.18659], [0.52405, -3.84604, 5.31912], [3.42753, -2.89625, 1.44828], [0.30790, -2.25704, -1.54808], [1.58609, -1.07874, -1.92313]], "mulliken_charge": [-1.48, 1.06, -0.77, -0.74, 0.27, -0.36, -0.51, 0.87, -1.57, -0.19, 0.87, -0.60, 0.11, -0.37, -1.16, 0.30, 0.45, -0.63, 0.46, -0.81, -0.46, -0.05, -0.13, 0.32, -0.21, -0.39, -1.93, 0.29, 0.42, 0.27, 0.36, 0.46, 0.40, 0.46, 0.64, 0.30, 0.12, 0.27, -0.06, 0.48, 0.33, 0.58, 0.45, 0.44, 0.56, 0.59, 0.33]}

=====

2.
{"formula": "C4H9FOS", "method": "the ωB97M-V functional and the def2-TZVPD basis", "relative_energy_kj_mol": 0.0, "smiles": "OCCSCCF", "gap_ha": 0.3522, "homo_ev": -8.7522, "largest_force_ev_per_a": 2.2, "species": ["C", "C", "C", "C", "H", "H", "H", "H", "H", "H", "H", "H", "H", "O", "F", "S"], "coordinates": [[1.47250, 0.29241, 1.35026], [-0.01490, 0.13530, 1.60378], [-0.56610, -1.05276, -1.00530], [-1.25859, 0.15070, -1.61215], [0.94547, 1.15119, -0.37946], [1.91902, 1.11260, 1.97048], [1.90616, -0.70659, 1.52072], [-0.65343, 0.99862, 1.32631], [-0.19717, -0.04913, 2.65020], [-1.03478, -1.95315, -1.43009], [0.38204, -0.94767, -1.48191], [-1.20363, -0.00827, -2.66444], [-2.22479, 0.38234, -1.15830], [1.65008, 0.60415, -0.05901], [-0.51717, 1.26852, -1.34791], [-0.60470, -1.37826, 0.71684]], "mulliken_charge": [-0.37, -0.69, -0.65, -0.33, 0.36, 0.27, 0.32, 0.34, 0.36, 0.34, 0.41, 0.32, 0.28, -0.53, -0.33, -0.11]}